Molecular formula: C21H20F3N3O
Method: DFT, wB97M-V/def2-TZVPD

Last column: Mulliken charge in e.
Positions of all 48 atoms, in Å:
C 5.18276 2.66992 0.57046  -0.911
N 3.70589 2.98892 0.52961  0.004
C 2.78747 2.35592 -0.42778  -1.017
C 2.36921 1.10029 0.23611  -0.296
C 1.60950 1.32121 1.59510  0.342
O 0.36578 1.93963 1.38881  -0.328
C -0.80610 1.18672 1.33948  0.255
C -1.96400 1.55613 2.05544  -0.862
N -3.11648 0.84248 1.95672  -0.612
C -3.11383 -0.25134 1.22964  0.152
C -4.29408 -0.99130 1.09331  -0.504
C -4.45782 -2.04387 0.19948  -0.101
C -5.83919 -2.76902 0.24192  0.911
F -6.84657 -2.04566 0.80509  -0.252
F -5.67633 -4.04867 0.80417  -0.254
F -6.11060 -2.90203 -1.04027  -0.252
C -3.36777 -2.35586 -0.61648  -0.867
C -2.08149 -1.63980 -0.52137  0.236
C -1.01160 -1.95707 -1.55765  0.183
C -1.43465 -1.84869 -2.85295  -0.297
C -0.70839 -2.37738 -3.93059  -0.802
C 0.57238 -2.77449 -3.72627  -0.198
C 1.21323 -2.74963 -2.50078  -0.833
C 0.39996 -2.29865 -1.40820  -0.042
C -1.93523 -0.60184 0.41960  0.293
N -0.77041 0.09435 0.57957  -0.004
C 2.54287 2.04323 2.49858  -0.916
C 3.05538 3.28425 1.90997  -0.866
H 5.75730 3.57330 0.88107  0.320
H 5.48516 2.65243 -0.54487  0.301
H 5.40255 1.73375 1.07412  0.303
H 1.86830 2.97992 -0.58595  0.244
H 3.30573 2.16392 -1.30827  0.521
H 1.81685 0.62365 -0.51489  0.217
H 3.24841 0.46274 0.48475  0.332
H 1.45913 0.42596 2.09504  0.354
H -1.97747 2.41023 2.58404  0.665
H -5.23770 -0.72863 1.58935  0.533
H -3.39277 -3.14997 -1.30999  0.577
H -2.29623 -1.38285 -3.21898  0.515
H -1.05369 -2.33390 -5.00856  0.275
H 1.06121 -3.02326 -4.57289  0.463
H 2.31107 -3.16081 -2.49583  0.255
H 0.85301 -2.48585 -0.46153  0.452
H 2.04952 2.20762 3.46296  0.401
H 3.30166 1.36561 2.70412  0.411
H 3.57391 3.95070 2.60318  0.439
H 2.19416 3.98771 1.67243  0.262

Values from the calculation:
highest occupied orbital energy: -7.8 eV
SMILES string: CN1CCC(Oc2cnc3cc(C(F)(F)F)cc(-c4ccccc4)c3n2)CC1
frontier orbital gap: 6.9 eV